The following is a DFT calculation (wB97M-V/def2-TZVPD) of a molecular structure, C23H18CoIN2O7S3.

Geometry as XYZ:
```
55
Properties=species:S:1:pos:R:3:mulliken_charge:R:1
I -5.229 -0.639 -6.171 -0.029
Co 0.201 -0.354 -0.098 0.760
S 2.591 -3.351 2.568 -0.210
S 1.127 0.971 -2.062 1.561
S 2.060 -1.593 0.207 -0.336
O -2.655 2.366 -0.384 -0.778
O 0.544 -0.449 -1.967 -0.559
O -1.543 0.439 -0.215 -0.224
O 0.185 1.849 -2.717 -0.676
O -0.056 -0.453 1.788 -0.803
O 2.457 0.986 -2.613 -0.726
O 1.151 1.217 -0.537 -0.562
N -0.545 -3.000 0.243 -0.280
N 0.296 -3.347 1.291 -0.615
C -3.084 -0.655 -4.026 -0.952
C -3.305 -1.868 3.906 -0.807
C 3.813 -1.553 4.251 -0.068
C -1.081 -0.901 2.440 0.952
C 2.490 -1.845 3.600 -0.086
C -2.300 1.283 -0.823 0.000
C -1.361 -0.439 3.744 -0.728
C -1.947 -1.883 1.898 0.444
C 5.959 -0.440 4.210 -0.562
C -2.662 -2.240 -0.540 -1.486
C -2.443 -0.920 4.458 -0.400
C 1.451 -2.811 1.280 0.412
C 4.725 -0.701 3.629 -0.323
C 4.169 -2.142 5.463 -0.270
C -4.247 -0.013 -4.420 0.042
C 5.406 -1.885 6.045 -0.519
C -4.780 1.037 -3.687 -0.434
C -3.046 -2.329 2.622 -0.455
C -4.119 1.442 -2.534 -0.776
C -1.643 -2.411 0.542 0.747
C 6.305 -1.031 5.420 -0.362
C -2.957 0.806 -2.110 -0.023
C -2.446 -0.243 -2.862 0.527
H 4.456 -0.254 2.676 0.458
H -2.628 -0.541 5.458 0.359
H 3.464 -2.809 5.953 0.364
H 5.666 -2.351 6.988 0.341
H 6.655 0.227 3.713 0.357
H -4.487 2.270 -1.942 0.454
H -3.701 -3.072 2.175 0.335
H -4.158 -2.238 4.464 0.351
H 7.268 -0.826 5.873 0.345
H -3.626 -2.633 -0.202 0.520
H -2.796 -1.178 -0.756 0.121
H -2.669 -1.462 -4.617 0.397
H -1.519 -0.718 -2.551 0.728
H 1.697 -1.973 4.337 0.421
H -0.700 0.315 4.158 0.424
H -5.686 1.532 -4.008 0.357
H 2.201 -1.041 2.921 -0.071
H -2.350 -2.763 -1.445 0.342
```

- Kohn-Sham gap (spin up / spin down) (Eh) = 0.2214 / 0.2219
- charge = -2
- relative energy (zero: lowest compared OMol25 entry of this formula, charge and spin) (kJ/mol) = 165.5

***

The following is a DFT calculation (wB97M-V/def2-TZVPD) of C23H18F2N2O3 in the gas phase at a distorted geometry.

Geometry as XYZ:
```
48
Properties=species:S:1:pos:R:3:mulliken_charge:R:1
F 5.091 2.317 -2.003 -0.352
F 6.080 -1.240 1.030 -0.374
O 3.150 -1.418 0.533 -0.048
O 5.195 -0.303 -1.762 -0.393
O -0.595 -2.213 -1.617 -0.733
N -0.896 -1.285 0.426 0.004
N 1.875 -1.341 0.737 -0.606
C -5.436 -1.083 0.293 -0.590
C -3.125 -0.250 -0.120 1.129
C -0.625 -0.742 1.800 -1.025
C -4.292 2.365 -0.634 -0.178
C -2.345 1.175 -0.536 -0.751
C 5.317 1.705 -0.645 0.140
C 5.856 2.172 1.670 -0.790
C -0.067 -1.609 -0.576 0.884
C -7.308 0.436 0.101 -0.280
C 6.075 0.832 1.628 0.163
C 5.601 2.503 0.343 -0.187
C -2.394 -1.364 0.200 -1.175
C 5.905 0.045 0.754 0.430
C -4.508 0.261 -0.007 0.306
C 4.692 -1.501 -1.489 -1.570
C -6.577 1.430 -0.383 -0.732
C 3.356 -1.624 -1.047 0.732
C 2.088 -1.816 -1.559 -0.878
C 1.275 -1.757 -0.540 0.421
C -3.053 2.214 -0.687 -1.317
C -5.133 1.428 -0.385 0.795
C -6.781 -0.980 0.328 -0.852
C 5.522 0.193 -0.671 0.317
H -2.483 3.148 -0.857 0.211
H 5.394 -2.173 -1.142 0.620
H -1.408 0.876 -0.562 0.811
H 6.255 0.551 2.873 0.143
H 0.470 -0.638 1.787 0.451
H -7.396 -1.668 0.870 0.353
H -8.430 0.553 0.153 0.301
H 6.040 2.895 2.262 0.582
H 4.633 -2.045 -2.350 0.754
H -4.711 3.278 -0.762 0.526
H -2.675 -2.220 -0.600 0.303
H -1.089 0.106 1.892 0.475
H 5.405 3.764 0.207 0.153
H -4.956 -1.984 0.315 0.352
H 1.909 -2.172 -2.467 0.588
H -7.096 2.548 -0.381 0.132
H -0.779 -1.614 2.539 0.281
H -3.029 -1.753 1.041 0.474
```

- Kohn-Sham gap (Eh) = 0.2723
- SMILES = CN(Cc1cccc2ccccc12)C(=O)c1cc(COc2c(F)cccc2F)on1